DFT (wB97M-V/def2-TZVPD) results for a molecular structure, C24H20N5O7RuS6.

As for the expectation value of S²: 0.76. The spin multiplicity is 2. The total energy comes out at -114591.544 eV. The energy relative to the best compared isomer or geometry (same formula, charge and spin) comes out at 5.26 kcal/mol. Its total charge is -2. The calculation puts the HOMO energy (spin up / spin down) at -1.630 / -1.942 eV. As for the orbital gap (spin up / spin down): 5.754 / 6.066 eV.

Each line ends with the Mulliken spin population.
CARTESIAN COORDINATES (ANGSTROEM)
Ru: -1.731 2.154 -1.537  0.745
C: 1.148 -1.683 3.911  0.000
O: 1.062 -3.070 3.631  0.000
C: 0.990 -3.418 2.311  -0.001
C: 0.716 -4.753 2.033  0.001
C: 0.576 -5.170 0.720  -0.002
C: 0.677 -4.262 -0.327  0.003
C: 1.010 -2.945 -0.044  -0.003
C: 1.168 -2.519 1.264  0.005
N: 0.549 -4.749 -1.670  -0.001
N: -0.138 -4.117 -2.494  0.000
C: -0.908 -3.003 -2.085  0.000
C: -1.742 -3.009 -0.976  0.004
C: -2.399 -1.876 -0.521  0.008
C: -2.174 -0.627 -1.126  0.021
O: -2.639 0.477 -0.692  0.024
C: -1.364 -0.633 -2.325  -0.048
N: -1.186 0.582 -2.905  0.011
C: -0.441 0.695 -3.977  0.004
C: 0.174 -0.428 -4.563  0.002
C: 0.031 -1.659 -3.989  -0.002
C: -0.765 -1.800 -2.827  0.001
H: 1.114 -1.592 4.995  0.000
H: 0.311 -1.136 3.467  0.000
H: 2.085 -1.255 3.541  0.000
H: 0.600 -5.446 2.856  0.000
H: 0.354 -6.206 0.493  0.000
H: 1.100 -2.222 -0.847  -0.001
H: 1.382 -1.478 1.455  -0.003
H: -1.869 -3.938 -0.433  0.001
H: -3.034 -1.914 0.353  -0.001
H: -0.291 1.698 -4.356  -0.004
H: 0.784 -0.289 -5.445  0.001
H: 0.525 -2.531 -4.397  0.000
S: -7.645 5.613 0.882  0.005
C: -6.274 4.864 0.292  0.004
S: -6.207 4.047 -1.216  -0.002
C: -4.541 3.534 -1.161  0.035
C: -3.867 3.886 -0.043  -0.030
S: -2.184 3.519 0.215  0.155
S: -4.785 4.787 1.134  -0.001
S: -3.812 2.696 -2.491  0.052
O: 1.859 2.767 -2.774  0.001
S: 0.818 3.095 -1.817  -0.020
O: 0.390 1.871 -1.020  0.003
O: -0.492 3.417 -2.548  0.030
O: 1.169 4.180 -0.918  0.006
N: -0.577 0.310 1.928  0.000
C: 0.567 0.458 1.862  -0.001
N: 1.896 0.570 1.873  0.000
C: 2.521 1.157 3.059  0.000
C: 3.029 2.555 2.758  0.000
O: 3.935 2.496 1.674  0.000
C: 3.208 2.135 0.489  0.000
C: 2.640 0.733 0.615  0.000
H: 3.379 0.531 3.334  0.000
H: 1.801 1.149 3.876  0.000
H: 3.567 2.958 3.618  0.000
H: 2.190 3.217 2.509  0.000
H: 3.909 2.176 -0.343  0.000
H: 2.415 2.866 0.322  0.000
H: 3.452 -0.004 0.616  0.000
H: 1.964 0.538 -0.217  0.000

Cartesian forces (eV/Å) of the 2 atoms listed first:
Ru -0.12 -0.08 -0.27
C -0.02 -0.02 0.10